# 1
22
Properties=species:S:1:pos:R:3:forces:R:3:mulliken_charge:R:1 method="wB97M-V/def2-TZVPD" e_above_lowest_kj_mol=473.4 multiplicity=1 lumo_ev=-3.382 charge=+1 homo_lumo_gap_ev=9.5
C 3.2171 -0.4161 0.1516 -2.97 -1.89 0.77 -1.301
C 1.7142 0.0089 0.0093 -0.22 -2.67 1.29 0.676
N 0.6297 -0.6877 0.0257 0.60 1.73 -0.37 -0.303
C -0.4888 -1.5687 -0.0048 0.28 -1.00 1.03 -0.503
C -1.6246 -0.8589 -0.8290 2.28 -1.75 -2.30 -0.612
N -1.6893 0.3921 -0.2219 -1.11 2.68 0.59 -0.068
C -2.7595 0.6169 0.8446 1.28 -4.16 -0.34 -0.870
C -0.6432 1.1220 -0.2755 -0.33 -2.33 0.50 0.732
C 0.3821 1.9073 -0.3339 -0.54 0.68 -0.70 -0.734
N 1.6008 1.3436 -0.0742 -1.46 0.24 0.76 -0.100
H 3.1875 -1.4226 -0.2275 0.82 -0.25 -0.79 0.346
H 3.9185 0.2554 -0.2130 1.02 1.08 -1.56 0.428
H 3.5775 -0.5676 1.1551 -0.67 0.15 0.91 0.312
H -0.8292 -1.8314 1.0350 0.41 0.46 -0.81 0.299
H -0.3527 -2.5238 -0.5150 0.51 0.03 0.06 0.368
H -1.1183 -0.9696 -1.9122 -1.76 1.12 2.11 0.290
H -2.5920 -1.3131 -0.7679 -0.33 -0.64 -0.18 0.420
H -3.6831 0.4983 0.2669 -0.05 0.49 0.87 0.347
H -2.6226 -0.1731 1.7152 -0.51 1.32 -1.98 0.263
H -2.4707 1.5119 1.2471 -0.30 2.54 0.94 0.392
H 0.2513 2.9219 -0.6864 0.46 0.03 -0.04 0.385
H 2.3953 1.7541 -0.3890 2.59 2.14 -0.79 0.235

---

# 2
11
Properties=species:S:1:pos:R:3:forces:R:3:mulliken_charge:R:1 method="wB97M-V/def2-TZVPD" e_above_lowest_kj_mol=391.7 multiplicity=1 lumo_ev="-1.136 / 0.049" homo_lumo_gap_ev="7.7 / 8.7"
N -2.1283 -0.2230 0.4361 -0.12 0.03 -0.03 -0.506
C -0.8056 -0.4611 0.1093 0.39 -0.36 -0.47 0.664
N -0.2507 -1.5686 -0.1303 -0.96 -0.50 0.27 -0.506
N 2.0368 -0.7360 -0.2359 0.19 0.41 0.53 -0.512
C 1.5046 0.4269 -0.0576 0.61 -0.22 -0.06 -0.059
C 0.1099 0.6320 -0.1561 -0.29 0.62 -0.31 -0.480
H -2.4485 0.7168 0.2461 0.03 -0.16 0.02 0.225
H -2.7756 -0.9458 0.1507 0.08 0.09 0.08 0.263
H 2.9938 -0.7628 0.1305 -0.02 0.17 -0.32 0.241
H 2.0978 1.3143 0.1994 -0.04 -0.10 0.00 0.350
H -0.2828 1.5134 -0.6647 0.11 0.02 0.30 0.319

---

# 3
19
Properties=species:S:1:pos:R:3:forces:R:3:mulliken_charge:R:1 method="wB97M-V/def2-TZVPD" e_above_lowest_kj_mol=107.3 multiplicity=1 lumo_ev=0.393 smiles=Nc1nnnn1-c1ccccc1 homo_lumo_gap_ev=9.8
N -1.9298 1.5321 0.8794 -0.74 1.15 0.66 -0.446
C -2.2788 0.3502 0.3693 -0.97 -1.83 -1.70 0.381
N -3.4777 -0.0113 -0.0446 -0.22 -0.30 -0.10 -0.485
N -3.2929 -1.2186 -0.7321 -1.66 1.74 0.79 -0.371
N -2.1039 -1.5388 -0.7424 1.75 -1.30 -0.04 -0.241
N -1.4251 -0.6394 0.0175 1.64 1.67 0.07 0.498
C -0.0060 -0.4058 -0.0650 1.29 0.29 -0.95 0.211
C 0.8335 -1.2116 0.7092 0.78 -0.65 1.29 -0.357
C 2.2454 -1.1473 0.6454 0.78 1.01 -1.07 -0.541
C 2.8478 -0.1622 -0.1664 -1.89 1.34 -1.34 -0.355
C 1.9943 0.7376 -0.9532 -0.56 -0.87 1.55 -0.468
C 0.5617 0.6302 -0.9474 0.93 -1.72 1.13 -0.097
H -0.9390 1.8081 0.8039 -1.30 0.20 0.14 0.288
H -2.7739 2.1551 0.8644 1.93 -0.31 0.17 0.294
H 0.5058 -1.9118 1.5387 -0.40 0.84 -1.57 0.285
H 2.8973 -1.8573 1.1925 -0.75 0.58 -0.20 0.331
H 3.9169 0.0774 -0.3345 -0.66 -0.81 0.67 0.317
H 2.5247 1.5755 -1.4311 -0.59 -0.57 -0.18 0.337
H -0.1005 1.2380 -1.6035 0.64 -0.47 0.68 0.420

---

# 4
26
Properties=species:S:1:pos:R:3:forces:R:3:mulliken_charge:R:1 method="wB97M-V/def2-TZVPD" e_above_lowest_kj_mol=0.0 multiplicity=1 lumo_ev=-4.108 charge=+1 homo_lumo_gap_ev=10.0
Sn -0.2054 -1.6485 1.0992 -0.93 -3.82 2.67 0.865
N -0.6507 0.3152 1.0873 2.81 4.70 -0.95 -0.069
S -1.8198 1.0094 1.7691 -9.03 1.46 6.73 1.053
O -2.6716 1.8220 0.9068 2.36 -0.59 1.49 -0.511
O -1.5484 1.3683 3.1759 -0.48 -0.70 -3.77 -0.552
F -2.7930 -0.2845 1.9021 1.11 -0.01 -0.11 -0.316
S 0.1692 1.7963 0.7759 4.04 2.40 -2.22 0.925
O 0.6301 2.5561 1.9060 -0.52 -2.01 -1.15 -0.480
O -0.3192 2.5726 -0.3475 0.35 -2.04 1.32 -0.567
F 1.4393 0.9340 0.1879 -3.15 3.53 -0.36 -0.107
C 2.4149 -0.9686 0.0411 5.38 2.56 2.15 0.922
O 1.4284 -1.6370 -0.0496 0.21 -2.74 -0.85 -0.564
N 2.8281 -0.3573 1.1373 0.59 -1.66 5.11 -0.406
N 3.2847 -0.6150 -0.8642 -0.98 -1.77 -2.72 -0.396
H 2.3833 -0.6280 2.0027 0.30 0.22 0.23 0.127
H 3.7749 -0.0256 1.2540 -0.27 -0.17 0.09 0.201
H 3.9259 0.0845 -0.5183 0.14 -0.07 -1.81 0.204
H 2.8974 -0.9142 -1.7477 1.51 0.89 -1.02 0.265
C -1.4319 -0.8374 -1.4452 -5.72 3.06 -2.07 0.622
O -0.5014 -1.2638 -0.8199 1.47 -1.74 -1.09 -0.375
N -2.0011 0.3509 -1.2839 0.86 0.71 0.22 -0.062
N -2.1439 -1.5076 -2.3312 0.63 -3.31 -1.34 -0.436
H -1.5140 1.0517 -0.7437 -0.83 0.33 -0.84 -0.002
H -2.6908 0.5697 -1.9886 0.23 0.77 0.48 0.199
H -1.7824 -2.4308 -2.5238 -0.48 -0.10 -0.24 0.263
H -3.1026 -1.3124 -2.5818 0.36 0.11 0.05 0.196

---

# 5
21
Properties=species:S:1:pos:R:3:forces:R:3:mulliken_charge:R:1 method="wB97M-V/def2-TZVPD" e_above_lowest_kj_mol=377.7 multiplicity=1 lumo_ev=0.125 homo_lumo_gap_ev=8.0
C -0.6230 0.1823 0.1873 -2.71 -0.19 0.12 -0.968
C -2.8779 -0.2330 -0.5381 1.80 -0.36 -1.51 -0.159
C -2.3544 1.9441 -0.0514 2.22 -0.42 0.11 0.529
C 1.8434 0.6909 0.0134 -1.56 -0.09 -2.31 -2.397
C 0.8068 -1.2389 -1.1447 -4.12 -0.50 -1.23 -1.572
C 1.1550 -1.1701 1.2797 0.81 -3.09 -1.40 -1.848
C 0.7678 -0.3554 0.0904 0.58 1.04 -0.27 2.883
N -0.9532 1.4354 0.0164 1.25 0.81 -0.22 -0.079
O -2.6325 3.0826 -0.0451 0.23 1.64 -0.04 -0.487
O -3.2374 0.9965 -0.1094 -1.15 -1.55 0.96 -0.117
Br -3.8454 -1.5972 0.3131 -0.42 -0.06 0.68 -0.105
H 2.7081 0.1129 -0.0282 1.96 -0.10 -0.32 0.621
H 1.6752 1.3352 -0.8327 0.46 0.10 -0.86 0.526
H 1.8032 1.3298 0.8040 0.29 1.57 2.77 0.513
H 1.2149 -2.2178 -0.9966 0.18 -0.52 0.42 0.357
H 1.2701 -0.8430 -2.0142 0.58 0.84 -0.56 0.397
H -0.3502 -1.3724 -1.4828 2.63 -0.12 0.64 0.313
H 0.9082 -0.7590 2.1760 -0.97 1.25 2.62 0.496
H 2.2614 -1.3512 1.3283 -0.91 0.16 -0.36 0.382
H 0.6820 -2.1603 1.1625 0.09 0.30 0.56 0.439
H -0.2222 2.1886 -0.1280 -1.26 -0.70 0.19 0.276

---

# 6
13
Properties=species:S:1:pos:R:3:forces:R:3:mulliken_charge:R:1 method="wB97M-V/def2-TZVPD" e_above_lowest_kj_mol=150.1 multiplicity=1 lumo_ev=-3.500 charge=+1 smiles=Cc1cn(F)c[nH+]1 homo_lumo_gap_ev=11.4
C 1.9277 -0.0104 -0.1027 -0.48 0.15 -0.31 -1.139
C 0.4220 0.0087 -0.0063 2.79 -0.43 -0.01 0.574
C -0.3081 1.0127 0.4983 -1.19 -0.53 -0.25 -0.549
N -1.6054 0.5385 0.3196 0.50 1.87 0.92 0.352
F -2.6832 1.2222 0.7037 -0.12 -0.21 -0.14 -0.167
C -1.6425 -0.6330 -0.2241 -1.04 -1.96 -0.69 -0.120
N -0.3840 -1.0201 -0.4364 -0.17 1.21 0.41 -0.042
H 2.3910 0.1354 0.8741 -0.08 -0.20 -0.07 0.329
H 2.2776 -0.9343 -0.5660 0.08 0.12 0.14 0.336
H 2.2185 0.8366 -0.7309 0.15 -0.22 0.01 0.324
H -0.0146 1.9487 0.9409 -0.32 0.03 -0.02 0.437
H -2.5301 -1.2102 -0.4400 0.01 0.18 0.05 0.424
H -0.0688 -1.8948 -0.8302 -0.13 0.02 -0.04 0.242

---

# 7
46
Properties=species:S:1:pos:R:3:forces:R:3:mulliken_charge:R:1 method="wB97M-V/def2-TZVPD" e_above_lowest_kj_mol=405.4 multiplicity=1 lumo_ev=0.252 homo_lumo_gap_ev=7.1
Mg -0.1506 -0.0239 -1.0618 3.45 0.61 -7.91 0.307
H -0.9034 -0.5035 0.0627 -3.72 1.33 3.19 -0.212
H -0.9094 0.3879 0.0658 -2.33 -2.02 4.83 0.632
P -0.2500 -2.3385 -1.4765 -0.29 -2.49 -0.72 0.970
P -0.2525 2.2938 -1.4608 -0.66 2.41 -0.52 1.005
C 1.2603 3.2809 -1.0724 0.11 -0.16 0.05 -1.292
H 1.1361 4.3458 -1.3381 -0.01 -0.48 0.03 0.463
H 1.4808 3.1905 0.0041 -0.11 0.18 -0.57 0.290
H 2.1089 2.8550 -1.6326 -0.27 0.19 0.16 0.290
C -0.5548 2.7171 -3.2307 0.10 0.17 0.05 -1.206
H -1.4999 2.2457 -3.5444 0.31 0.20 0.04 0.348
H -0.6061 3.8099 -3.3816 -0.03 -0.44 0.01 0.396
H 0.2607 2.2915 -3.8374 -0.34 0.13 0.24 0.357
C -1.5791 3.2530 -0.6022 0.04 0.33 -0.03 -1.219
H -1.4190 3.1908 0.4872 -0.14 0.16 -0.57 0.309
H -1.5835 4.3132 -0.9128 -0.09 -0.41 0.14 0.418
H -2.5526 2.7929 -0.8392 0.28 0.24 0.07 0.297
C -0.3767 -2.7545 -3.2691 0.05 -0.15 0.07 -1.194
H -0.4511 -3.8450 -3.4266 -0.03 0.40 0.04 0.399
H -1.2659 -2.2503 -3.6804 0.33 -0.20 0.08 0.344
H 0.5134 -2.3601 -3.7853 -0.40 -0.08 0.25 0.359
C 1.1870 -3.3659 -0.9334 0.02 0.14 0.01 -1.255
H 1.2935 -3.2827 0.1609 0.00 -0.08 -0.39 0.302
H 1.0638 -4.4268 -1.2149 0.03 0.46 0.09 0.435
H 2.1021 -2.9625 -1.3977 -0.32 -0.17 0.18 0.323
C -1.6837 -3.2623 -0.7642 0.11 -0.25 -0.05 -1.212
H -2.6139 -2.7755 -1.1002 0.28 -0.23 0.14 0.335
H -1.6829 -4.3218 -1.0770 -0.09 0.42 0.16 0.395
H -1.6375 -3.2052 0.3364 -0.07 -0.03 -0.38 0.320
C 1.5520 -0.0227 -0.1729 5.60 -0.48 2.94 0.320
O 2.6077 -0.0237 0.3363 -2.66 0.13 -1.46 -0.425
H 0.5871 -0.0078 -2.5469 0.55 -0.32 -1.59 -0.419
Cl 0.5726 2.8404 3.7469 -0.06 -0.61 -0.17 -0.224
C 0.4426 1.0831 3.6587 -0.13 -1.17 0.01 -0.068
C 0.4587 0.3756 4.8647 -0.02 0.17 -0.34 -0.456
C 0.3557 -1.0125 4.8676 -0.02 -0.01 -0.47 -0.493
C 0.2415 -1.7049 3.6633 -0.01 0.42 0.00 -0.828
C 0.2235 -1.0129 2.4478 0.09 0.65 1.27 0.500
C 0.3189 0.3946 2.4170 0.14 -0.03 -0.24 0.936
C 0.2899 1.2073 1.1051 1.21 -0.29 2.84 -2.154
H 0.5481 0.9070 5.8044 0.01 0.05 -0.08 0.411
H 0.3668 -1.5519 5.8058 0.01 0.04 0.00 0.363
H 0.1648 -2.7842 3.6709 0.01 -0.04 -0.01 0.381
H 0.1404 -1.5983 1.5490 0.02 0.07 -0.34 -0.188
H -0.5184 1.8413 1.4306 -0.54 0.90 -0.61 0.307
H 1.2149 1.7816 1.2751 -0.40 0.36 -0.47 0.335

---

# 8
30
Properties=species:S:1:pos:R:3:forces:R:3:mulliken_charge:R:1 method="wB97M-V/def2-TZVPD" e_above_lowest_kj_mol=125.1 multiplicity=2 lumo_ev="-9.546 / -10.715" charge=+2 s2=0.754 homo_lumo_gap_ev="7.3 / 6.1"
Ir -0.0526 0.9093 0.0448 -0.66 -1.51 0.02 0.823
O 1.9509 -2.5180 0.4660 -0.22 -0.08 -0.03 -0.507
C 1.4198 -1.5411 0.0271 0.37 0.04 0.36 -0.134
N 0.5852 -0.7183 0.7734 -0.01 -0.32 0.14 -0.351
C 0.1574 -1.1289 2.0961 0.80 0.00 0.51 -0.496
C -1.0089 -0.3087 2.4641 -0.34 -0.14 0.24 0.479
C -1.7200 -0.4553 3.6388 -0.04 0.01 -0.04 -0.833
C -2.7953 0.3803 3.8852 0.01 0.05 -0.01 -0.129
C -3.1514 1.3498 2.9443 -0.02 -0.02 0.07 -0.756
C -2.4127 1.4591 1.7997 -0.11 -0.03 0.00 -0.002
N -1.3502 0.6413 1.5651 -0.22 1.27 -0.14 -0.145
C 1.5430 -1.0372 -1.3557 0.19 -0.16 -0.31 0.889
C 2.3412 -1.6217 -2.3055 -0.01 0.04 -0.04 -0.584
C 2.4126 -1.0225 -3.5616 -0.04 -0.01 -0.01 -0.214
C 1.6571 0.1141 -3.8219 0.03 -0.03 -0.01 -0.682
C 0.8447 0.6257 -2.8307 -0.11 -0.17 -0.04 0.045
N 0.7996 0.0517 -1.6111 0.17 1.37 -0.44 -0.062
H 0.9504 -0.9767 2.8394 0.04 0.01 -0.06 0.344
H -0.0428 -2.2028 2.1222 -0.16 0.02 -0.21 0.530
H -1.4318 -1.2219 4.3454 0.02 0.01 0.00 0.466
H -3.3540 0.2839 4.8071 -0.04 -0.02 -0.02 0.466
H -3.9891 2.0130 3.1046 0.00 0.00 0.01 0.427
H -2.6505 2.1991 1.0466 0.08 -0.02 -0.06 0.428
H 2.8903 -2.5183 -2.0501 0.04 0.03 0.01 0.500
H 3.0469 -1.4454 -4.3295 -0.01 0.01 -0.01 0.480
H 1.6901 0.6063 -4.7836 -0.02 -0.03 -0.01 0.422
H 0.2044 1.4792 -3.0114 0.04 0.05 0.07 0.469
F 2.4070 2.4644 0.2716 0.01 -0.09 -0.12 -0.134
B 1.1327 2.5918 0.4908 0.53 -0.22 0.17 0.375
F 0.5907 3.6579 0.9926 -0.35 -0.07 -0.03 -0.116